Entry from the OMol25 dataset: a cluster of 2 separate species, C11H14N2O in total in a non-equilibrium geometry (the ωB97M-V functional and the def2-TZVPD basis).

Results
**Relative energy (zero: lowest compared OMol25 entry of this formula, charge and spin)**: 54.32 kcal/mol
**SMILES**: Cc1ccc(O)cc1.Cc1c[nH]cn1
**DFT total energy**: -16660.5570 eV
**E_LUMO**: 0.513 eV
**HOMO**: -8.20 eV
**F_max**: 3.90 eV Å⁻¹
**Net charge**: 0

Bonds (Å) are listed after each position.
Cartesian coordinates (Å):
1 C 1.276 -3.825 0.376  C3 1.519, H11 1.078, H12 1.124, H16 1.104
2 C 0.290 -2.005 -0.908  C3 1.433, C4 1.371, H9 1.102
3 C 1.381 -2.373 -0.056  C1 1.519, C2 1.433, C6 1.375
4 C 0.397 -0.766 -1.486  C2 1.371, C5 1.399, H10 1.113
5 C 1.411 0.170 -1.255  C4 1.399, C7 1.403, O8 1.364
6 C 2.444 -1.527 0.160  C3 1.375, C7 1.414, H13 1.103
7 C 2.486 -0.259 -0.463  C5 1.403, C6 1.414, H15 1.109
8 O 1.486 1.321 -1.983  C5 1.364, H14 1.002
9 H -0.423 -2.775 -1.246  C2 1.102
10 H -0.272 -0.487 -2.331  C4 1.113
11 H 1.919 -4.454 -0.217  C1 1.078
12 H 0.244 -4.203 0.145  C1 1.124
13 H 3.211 -1.955 0.828  C6 1.103
14 H 2.007 1.979 -1.436  O8 1.002
15 H 3.329 0.450 -0.338  C7 1.109
16 H 1.503 -4.105 1.420  C1 1.104
17 C -3.230 3.157 -0.085  C19 1.496, H26 1.101, H27 1.110, H28 1.103
18 C -1.548 0.543 1.672  N21 1.295, N22 1.384, H23 1.085
19 C -2.274 2.206 0.563  C17 1.496, C20 1.418, N21 1.355
20 C -0.870 2.390 0.620  C19 1.418, N22 1.403, H25 1.108
21 N -2.640 1.148 1.326  C18 1.295, C19 1.355
22 N -0.419 1.205 1.221  C18 1.384, C20 1.403, H24 1.019
23 H -1.327 -0.380 2.197  C18 1.085
24 H 0.525 1.246 1.602  N22 1.019
25 H -0.278 3.264 0.279  C20 1.108
26 H -2.760 3.705 -0.916  C17 1.101
27 H -3.786 3.852 0.579  C17 1.110
28 H -4.080 2.478 -0.268  C17 1.103

So, what does the Mulliken scheme give us? The charges, in e, come out as:
1 C -1.3948
2 C -0.6907
3 C 0.9474
4 C -0.3079
5 C 0.5369
6 C -0.6696
7 C -0.3197
8 O -0.5731
9 H 0.2760
10 H 0.3042
11 H 0.3126
12 H 0.3143
13 H 0.3424
14 H 0.3354
15 H 0.2397
16 H 0.3446
17 C -1.1057
18 C -0.2551
19 C 0.6558
20 C -0.4902
21 N -0.6480
22 N -0.0177
23 H 0.4035
24 H 0.2696
25 H 0.3026
26 H 0.3027
27 H 0.2545
28 H 0.3301